{
  "formula": "C22H27BaBr2N5OS",
  "method": "ωB97M-V/def2-TZVPD",
  "de_lowest_kcal_mol": 16.1,
  "e_homo_ev": -7.3,
  "energy_ha": -6775.29172,
  "species": ["Ba", "N", "C", "C", "N", "C", "C", "N", "H", "H", "H", "H", "H", "H", "H", "H", "H", "H", "H", "H", "H", "Br", "C", "C", "C", "Br", "C", "C", "C", "C", "N", "C", "C", "O", "H", "H", "H", "H", "N", "C", "C", "C", "C", "C", "C", "C", "H", "H", "H", "H", "C", "S", "C", "H", "H", "H", "H", "H", "H"],
  "positions_angstrom": [[0.750398, -0.902388, 0.251230], [-0.767892, -0.488004, 2.746303], [-2.168401, -0.923721, 2.584663], [-2.849578, -0.162088, 1.455295], [-2.030622, -0.165668, 0.233079], [-2.735659, -0.247305, -1.058204], [-1.985662, -1.120135, -2.051657], [-0.633138, -0.572335, -2.316390], [-0.714874, 0.494064, 2.999918], [-0.318335, -1.005595, 3.492588], [-2.152797, -1.987235, 2.339114], [-2.764943, -0.799923, 3.493192], [-3.803294, -0.646200, 1.243001], [-3.077728, 0.860299, 1.782980], [-1.466698, 0.684282, 0.238725], [-3.720360, -0.687320, -0.897437], [-2.895356, 0.747911, -1.491284], [-1.868835, -2.121578, -1.632943], [-2.583183, -1.196569, -2.963855], [-0.172581, -1.124732, -3.030860], [-0.718035, 0.368212, -2.688557], [2.327671, 3.123727, 3.224323], [3.524741, 2.155297, 2.124467], [4.901350, 2.471543, 2.214363], [5.812596, 1.814147, 1.455653], [7.637309, 2.255321, 1.632424], [5.394910, 0.804518, 0.541882], [6.269591, 0.094788, -0.315328], [5.777125, -0.841562, -1.170447], [4.390372, -1.090043, -1.175624], [3.542763, -0.463572, -0.399668], [4.024738, 0.492465, 0.468524], [3.040877, 1.166023, 1.299902], [1.785260, 0.805287, 1.222395], [5.221995, 3.241554, 2.902520], [7.329764, 0.308249, -0.280198], [6.426562, -1.391347, -1.838518], [3.976161, -1.840552, -1.842718], [0.036095, -8.963448, -0.518753], [0.216073, -7.836797, -0.366188], [0.442646, -6.412851, -0.173560], [-0.628098, -5.563598, 0.081001], [-0.378699, -4.204787, 0.260241], [0.897256, -3.609301, 0.200396], [1.933092, -4.534994, -0.064317], [1.736742, -5.897345, -0.246377], [-1.630685, -5.972642, 0.134035], [-1.264564, -3.586684, 0.463497], [2.964014, -4.185193, -0.131596], [2.566202, -6.567820, -0.441955], [1.149453, 3.671114, -0.541965], [-0.495560, 2.953846, -0.535819], [-1.352328, 4.067627, 0.578860], [1.126644, 4.682298, -0.947078], [1.775842, 3.046921, -1.178974], [1.571590, 3.675633, 0.462904], [-0.882165, 4.064599, 1.562892], [-2.381269, 3.719366, 0.672947], [-1.365942, 5.084603, 0.186355]],
  "forces_ev_per_angstrom": [[-1.4, -1.7, -1.1], [-0.3, 0.0, -0.1], [0.3, 0.1, 0.0], [0.1, 0.0, -0.2], [-0.2, 0.2, 0.0], [0.1, 0.0, 0.3], [0.2, 0.2, 0.0], [-0.3, 0.0, 0.1], [0.1, 0.0, 0.0], [0.0, 0.0, 0.0], [0.0, 0.0, 0.0], [0.0, 0.0, 0.1], [0.0, 0.0, 0.0], [0.0, 0.0, 0.0], [-0.2, 0.0, -0.1], [0.0, 0.0, 0.0], [0.0, 0.0, 0.0], [0.0, 0.0, 0.0], [0.0, -0.1, -0.1], [0.0, 0.0, 0.0], [0.0, 0.0, 0.0], [-0.1, -0.1, 0.0], [0.6, 0.3, 0.2], [-0.4, 0.1, 0.1], [-0.1, -0.3, -0.2], [0.2, 0.0, 0.0], [0.2, 0.1, 0.0], [0.1, 0.1, 0.1], [-0.1, -0.1, -0.1], [0.1, 0.0, 0.0], [0.2, 0.5, 0.5], [-0.3, -0.3, -0.3], [-0.8, -0.5, -0.3], [2.2, 2.3, 1.2], [0.0, 0.0, 0.0], [0.0, 0.0, 0.0], [0.0, 0.0, 0.0], [0.0, 0.0, 0.0], [0.0, 0.1, 0.0], [0.1, 0.5, 0.1], [0.0, -0.6, -0.1], [0.1, 0.1, 0.0], [-0.1, 0.0, 0.0], [0.2, -0.9, 0.0], [0.0, 0.0, 0.0], [-0.1, 0.1, 0.0], [0.0, 0.0, 0.0], [0.1, 0.0, 0.0], [-0.1, 0.0, 0.0], [0.0, 0.0, 0.0], [0.1, 0.0, 0.1], [-0.1, -0.2, -0.3], [0.0, 0.2, 0.2], [0.0, 0.0, 0.0], [0.0, 0.0, 0.0], [0.0, 0.0, 0.0], [0.0, 0.0, 0.0], [0.0, 0.0, 0.0], [0.0, 0.0, 0.0]],
  "mulliken_charge": [1.534, -0.379, -0.576, -0.906, 0.284, -0.822, -0.580, -0.467, 0.135, 0.238, 0.264, 0.364, 0.390, 0.280, -0.014, 0.394, 0.322, 0.223, 0.420, 0.227, 0.189, -0.186, 0.119, -0.464, -0.127, -0.241, 0.920, -0.674, -0.769, -0.443, -0.040, -0.176, 0.468, -0.764, 0.421, 0.319, 0.395, 0.476, -0.520, -0.020, 0.693, -1.040, 0.302, -0.659, -0.302, -0.782, 0.393, 0.232, 0.383, 0.410, -0.661, 0.202, -0.955, 0.443, 0.235, -0.015, 0.210, 0.315, 0.384]
}


{
  "formula": "C22H27BrN2O3",
  "method": "ωB97M-V/def2-TZVPD",
  "de_lowest_kcal_mol": 20.0,
  "e_homo_ev": -7.3,
  "energy_ha": -3763.74369,
  "species": ["C", "C", "C", "O", "C", "C", "C", "C", "C", "C", "O", "C", "C", "H", "H", "H", "H", "H", "H", "C", "N", "C", "C", "C", "C", "C", "C", "H", "H", "N", "C", "O", "C", "H", "H", "C", "C", "H", "H", "H", "H", "H", "H", "H", "H", "H", "H", "H", "H", "Br", "H", "H", "H", "H", "H"],
  "positions_angstrom": [[7.712345, 3.376482, -0.138346], [6.475968, 3.006979, -0.409582], [5.968970, 1.603845, -0.271409], [4.643916, 1.682174, 0.224230], [3.808245, 0.617027, 0.197724], [2.452743, 0.930030, 0.284919], [1.455221, -0.023146, 0.306992], [1.807798, -1.360521, 0.237315], [3.151185, -1.701786, 0.154016], [4.159715, -0.746121, 0.136595], [5.495603, -1.043363, 0.109913], [5.925379, -2.358825, -0.180085], [5.723710, -2.739742, -1.643213], [6.254796, -2.040393, -2.284385], [6.111798, -3.739516, -1.816261], [4.669730, -2.719055, -1.910260], [5.441126, -3.083211, 0.485887], [6.992961, -2.341223, 0.055849], [3.406923, -2.748795, 0.115951], [0.749698, -2.442457, 0.265780], [-0.330295, -2.181454, 1.184525], [-1.433331, -1.401153, 0.885329], [-1.937434, -1.246503, -0.407143], [-3.093046, -0.529874, -0.644185], [-3.787468, 0.057340, 0.407433], [-3.290391, -0.085938, 1.700646], [-2.135505, -0.799651, 1.934210], [-1.764301, -0.899875, 2.944859], [-3.811912, 0.369857, 2.531450], [-4.968347, 0.791637, 0.231434], [-5.691331, 0.999294, -0.902695], [-5.391128, 0.584608, -2.000687], [-6.962669, 1.793183, -0.643022], [-7.315461, 2.184327, -1.597807], [-6.757338, 2.632740, 0.024962], [-8.040348, 0.888804, -0.035732], [-9.334357, 1.652936, 0.215623], [-10.087651, 0.994846, 0.642115], [-9.722083, 2.061493, -0.714465], [-9.165925, 2.476200, 0.907043], [-8.231269, 0.060420, -0.720560], [-7.680920, 0.463690, 0.905212], [-5.337625, 1.187351, 1.084871], [-3.465244, -0.424273, -1.648893], [-1.429363, -1.688409, -1.249784], [-0.017495, -2.076023, 2.140245], [1.214057, -3.391525, 0.555289], [0.335588, -2.573348, -0.736845], [0.422063, 0.280319, 0.369587], [1.999611, 2.767775, 0.377611], [5.968483, 1.116270, -1.257264], [6.604979, 1.022374, 0.403998], [5.737866, 3.716098, -0.756293], [8.450205, 2.675839, 0.217519], [8.041582, 4.392240, -0.270211]],
  "forces_ev_per_angstrom": [[0.1, 0.0, 0.0], [-0.3, -0.2, 0.1], [0.6, -0.1, -0.3], [0.0, -0.2, 0.2], [-0.2, -0.1, -0.1], [0.1, 0.2, 0.0], [0.1, 0.0, 0.0], [0.1, 0.0, 0.0], [0.0, 0.0, 0.0], [0.1, 0.2, 0.0], [-0.3, 0.3, 0.1], [0.1, -0.4, -0.2], [0.0, 0.2, 0.3], [0.0, 0.0, -0.1], [0.0, -0.1, 0.0], [-0.1, 0.0, -0.1], [0.1, 0.1, 0.0], [-0.2, -0.1, 0.0], [0.1, -0.1, 0.0], [0.0, 0.0, -0.1], [0.2, -0.3, 0.4], [-0.4, 0.1, -0.1], [0.3, -0.1, 0.2], [-0.2, 0.2, 0.0], [0.3, -0.2, -0.1], [0.0, 0.0, -0.2], [0.1, 0.0, -0.1], [0.0, 0.0, 0.1], [-0.1, 0.0, 0.1], [-0.1, 0.2, 0.4], [-0.4, 0.5, 0.2], [0.1, -0.2, -0.3], [0.0, -0.3, -0.1], [0.1, 0.0, 0.0], [0.0, 0.1, 0.0], [-0.1, 0.2, 0.0], [0.2, -0.2, 0.0], [-0.1, 0.0, 0.0], [-0.1, 0.1, -0.1], [0.0, 0.1, 0.1], [0.1, -0.1, 0.0], [0.0, -0.1, 0.0], [0.0, 0.0, -0.2], [0.0, 0.0, 0.0], [0.0, 0.0, -0.1], [0.0, 0.0, -0.1], [0.0, 0.1, -0.2], [0.0, -0.1, 0.1], [-0.1, 0.1, 0.0], [-0.2, -0.1, 0.0], [0.0, 0.0, 0.2], [-0.1, 0.1, -0.2], [-0.1, 0.2, -0.1], [0.1, -0.2, 0.1], [0.0, 0.2, -0.1]],
  "mulliken_charge": [-0.826, -0.180, -0.213, -0.407, 0.529, -0.804, -0.139, 0.263, -0.573, 1.210, -0.477, -0.500, -1.082, 0.306, 0.390, 0.335, 0.337, 0.405, 0.317, -1.165, -0.142, 0.456, -0.283, -0.729, 0.599, -0.886, -0.616, 0.312, 0.299, -0.082, 0.608, -0.646, -1.009, 0.404, 0.322, -0.189, -1.260, 0.360, 0.317, 0.339, 0.290, 0.293, 0.203, 0.518, 0.317, 0.257, 0.368, 0.267, 0.410, -0.181, 0.277, 0.261, 0.295, 0.250, 0.276]
}